Here is a 2-piece molecular cluster, C5H12O overall from OMol25. Energies are from ωB97M-V/def2-TZVPD.

Geometry as XYZ:
```
18
Properties=species:S:1:pos:R:3:forces:R:3:mulliken_charge:R:1
C -0.242004 -0.921242 2.493088 -0.16 -0.56 0.21 -1.236
C 0.232939 -0.005447 1.410245 -0.03 -0.24 0.19 0.091
C 0.630350 -0.408189 0.210182 0.33 0.76 -0.18 -0.329
C 1.187814 0.566006 -0.817988 -0.66 0.13 0.49 -0.565
C 0.134921 1.525748 -1.408796 -0.13 -0.11 -0.01 -1.102
H 0.051816 -1.951509 2.304125 0.02 -0.12 -0.29 0.327
H -1.330705 -0.943178 2.605119 0.05 0.25 0.02 0.266
H 0.185659 -0.703813 3.471657 -0.02 0.36 0.00 0.347
H 0.274383 1.054848 1.656643 0.01 -0.03 -0.08 0.320
H 0.622033 -1.449121 -0.075071 -0.12 -0.24 0.13 0.308
H 1.909160 1.188327 -0.295373 0.43 -0.09 -0.18 0.336
H 1.678076 0.000942 -1.599097 0.22 0.01 -0.18 0.348
H 0.312769 1.753936 -2.458407 0.04 -0.02 -0.05 0.298
H 0.101183 2.472450 -0.879101 0.15 0.13 0.14 0.337
H -0.868737 1.124497 -1.302278 -0.14 -0.16 -0.17 0.247
O -1.686723 -1.484168 -1.841115 -0.05 0.28 0.13 -0.649
H -1.854590 -0.996398 -1.018351 0.15 -0.19 -0.35 0.333
H -1.338342 -0.823690 -2.455483 -0.10 -0.15 0.20 0.323
```
Positions in Å, forces in eV/Å.

## Properties
energy	-272.9138	Ha
ΔE to the lowest compared entry with this formula, charge and spin	91.51	kJ/mol
charge	0
lowest unoccupied orbital energy	0.968	eV
SMILES	C/C=C/CC.O